{"formula": "C126H105F21", "method": "ωB97M-V/def2-TZVPD", "symbols": ["F", "C", "C", "C", "C", "C", "C", "H", "H", "H", "H", "H", "F", "C", "C", "C", "C", "C", "C", "H", "H", "H", "H", "H", "F", "C", "C", "C", "C", "C", "C", "H", "H", "H", "H", "H", "F", "C", "C", "C", "C", "C", "C", "H", "H", "H", "H", "H", "F", "C", "C", "C", "C", "C", "C", "H", "H", "H", "H", "H", "F", "C", "C", "C", "C", "C", "C", "H", "H", "H", "H", "H", "F", "C", "C", "C", "C", "C", "C", "H", "H", "H", "H", "H", "F", "C", "C", "C", "C", "C", "C", "H", "H", "H", "H", "H", "F", "C", "C", "C", "C", "C", "C", "H", "H", "H", "H", "H", "F", "C", "C", "C", "C", "C", "C", "H", "H", "H", "H", "H", "F", "C", "C", "C", "C", "C", "C", "H", "H", "H", "H", "H", "F", "C", "C", "C", "C", "C", "C", "H", "H", "H", "H", "H", "F", "C", "C", "C", "C", "C", "C", "H", "H", "H", "H", "H", "F", "C", "C", "C", "C", "C", "C", "H", "H", "H", "H", "H", "F", "C", "C", "C", "C", "C", "C", "H", "H", "H", "H", "H", "F", "C", "C", "C", "C", "C", "C", "H", "H", "H", "H", "H", "F", "C", "C", "C", "C", "C", "C", "H", "H", "H", "H", "H", "F", "C", "C", "C", "C", "C", "C", "H", "H", "H", "H", "H", "F", "C", "C", "C", "C", "C", "C", "H", "H", "H", "H", "H", "F", "C", "C", "C", "C", "C", "C", "H", "H", "H", "H", "H", "F", "C", "C", "C", "C", "C", "C", "H", "H", "H", "H", "H"], "positions_angstrom": [[-6.68, -0.27, 9.41], [-5.99, -0.66, 8.33], [-5.97, -2.01, 8.06], [-5.35, -2.42, 6.89], [-4.78, -1.46, 6.06], [-4.86, -0.07, 6.28], [-5.51, 0.30, 7.48], [-6.45, -2.68, 8.76], [-5.33, -3.48, 6.68], [-4.32, -1.80, 5.14], [-4.46, 0.68, 5.61], [-5.71, 1.31, 7.76], [5.21, -1.29, 4.94], [4.31, -2.09, 4.33], [3.74, -1.70, 3.15], [2.81, -2.46, 2.50], [2.42, -3.68, 3.14], [2.94, -4.03, 4.38], [3.89, -3.23, 5.01], [4.03, -0.77, 2.67], [2.35, -2.10, 1.58], [1.68, -4.34, 2.70], [2.55, -4.89, 4.89], [4.31, -3.46, 5.98], [2.15, 4.02, 4.41], [2.23, 4.31, 3.09], [3.16, 3.68, 2.29], [3.13, 3.96, 0.90], [2.23, 4.86, 0.37], [1.35, 5.57, 1.23], [1.35, 5.24, 2.62], [3.91, 3.00, 2.65], [3.83, 3.44, 0.26], [2.21, 5.01, -0.71], [0.67, 6.32, 0.88], [0.62, 5.72, 3.26], [0.02, -6.68, 2.48], [-1.07, -6.53, 3.23], [-2.15, -7.38, 3.09], [-3.25, -7.20, 3.93], [-3.21, -6.22, 4.87], [-2.14, -5.37, 5.03], [-1.06, -5.52, 4.16], [-2.13, -8.18, 2.36], [-4.10, -7.85, 3.82], [-4.04, -6.14, 5.55], [-2.17, -4.59, 5.78], [-0.16, -4.93, 4.22], [-3.06, 1.23, -9.57], [-2.37, 1.10, -8.42], [-2.64, 1.98, -7.36], [-1.89, 1.87, -6.23], [-0.95, 0.87, -6.17], [-0.76, -0.06, -7.20], [-1.46, 0.11, -8.36], [-3.42, 2.72, -7.35], [-1.97, 2.61, -5.43], [-0.36, 0.75, -5.27], [-0.02, -0.84, -7.04], [-1.25, -0.56, -9.18], [0.15, -1.68, 4.42], [-0.08, -0.66, 5.29], [0.89, 0.37, 5.25], [0.69, 1.40, 6.14], [-0.37, 1.42, 7.01], [-1.24, 0.32, 7.06], [-1.15, -0.78, 6.16], [1.73, 0.37, 4.56], [1.41, 2.20, 6.18], [-0.53, 2.20, 7.74], [-2.04, 0.35, 7.79], [-1.80, -1.64, 6.21], [-0.87, 5.29, -1.05], [-1.84, 5.94, -0.36], [-2.31, 7.13, -0.92], [-3.32, 7.80, -0.22], [-3.82, 7.30, 1.00], [-3.31, 6.08, 1.51], [-2.31, 5.40, 0.82], [-1.88, 7.48, -1.84], [-3.73, 8.73, -0.60], [-4.58, 7.82, 1.56], [-3.78, 5.76, 2.41], [-1.80, 4.52, 1.18], [-2.72, -2.31, -3.70], [-3.53, -2.55, -4.74], [-3.80, -1.58, -5.67], [-4.63, -1.84, -6.72], [-5.19, -3.10, -6.81], [-4.96, -4.09, -5.87], [-4.10, -3.79, -4.82], [-3.34, -0.61, -5.62], [-4.85, -1.10, -7.48], [-5.91, -3.44, -7.54], [-5.40, -5.05, -6.08], [-3.90, -4.55, -4.08], [-5.13, -4.92, -0.91], [-5.94, -4.08, -1.61], [-7.13, -4.56, -2.09], [-7.94, -3.68, -2.74], [-7.55, -2.37, -2.95], [-6.34, -1.90, -2.44], [-5.50, -2.76, -1.72], [-7.47, -5.57, -1.91], [-8.92, -4.03, -3.06], [-8.17, -1.70, -3.53], [-6.05, -0.85, -2.56], [-4.63, -2.38, -1.21], [3.26, 0.72, -6.90], [4.04, 1.68, -6.33], [5.38, 1.70, -6.72], [6.11, 2.79, -6.23], [5.57, 3.66, -5.31], [4.21, 3.68, -5.06], [3.42, 2.63, -5.57], [5.73, 0.99, -7.45], [7.16, 2.98, -6.47], [6.13, 4.46, -4.85], [3.78, 4.52, -4.57], [2.34, 2.64, -5.43], [-5.37, 2.42, 4.24], [-4.07, 2.70, 4.08], [-3.39, 2.16, 3.02], [-2.06, 2.46, 2.85], [-1.48, 3.27, 3.82], [-2.18, 3.85, 4.88], [-3.53, 3.56, 4.99], [-3.91, 1.51, 2.34], [-1.49, 2.09, 2.00], [-0.41, 3.44, 3.73], [-1.66, 4.52, 5.55], [-4.18, 3.96, 5.75], [-6.00, 0.83, 0.48], [-5.27, 1.64, -0.28], [-5.63, 2.97, -0.28], [-4.92, 3.83, -1.07], [-3.87, 3.33, -1.78], [-3.49, 1.99, -1.79], [-4.27, 1.09, -1.03], [-6.46, 3.28, 0.31], [-5.13, 4.88, -1.15], [-3.26, 4.02, -2.36], [-2.65, 1.64, -2.37], [-4.08, 0.03, -0.98], [0.15, -6.55, -4.45], [-0.24, -6.56, -3.20], [-0.88, -5.41, -2.72], [-1.35, -5.42, -1.45], [-1.13, -6.52, -0.64], [-0.43, -7.64, -1.09], [0.02, -7.67, -2.36], [-0.97, -4.58, -3.41], [-1.82, -4.55, -1.01], [-1.52, -6.47, 0.36], [-0.29, -8.44, -0.40], [0.61, -8.47, -2.79], [-3.34, -2.37, 2.65], [-4.55, -2.90, 2.39], [-4.64, -4.28, 2.33], [-5.91, -4.85, 2.03], [-6.98, -4.02, 1.78], [-6.86, -2.62, 1.83], [-5.60, -2.05, 2.19], [-3.74, -4.88, 2.43], [-5.94, -5.92, 2.00], [-7.92, -4.44, 1.45], [-7.68, -1.94, 1.67], [-5.48, -0.98, 2.20], [5.63, 1.50, 1.40], [6.82, 1.82, 1.90], [7.00, 3.06, 2.45], [8.24, 3.39, 2.92], [9.23, 2.42, 2.85], [9.08, 1.15, 2.34], [7.79, 0.86, 1.84], [6.13, 3.69, 2.46], [8.43, 4.31, 3.43], [10.21, 2.69, 3.23], [9.91, 0.46, 2.29], [7.42, -0.06, 1.41], [8.29, -1.10, -3.79], [7.37, -0.71, -2.90], [7.38, -1.36, -1.67], [6.41, -0.98, -0.78], [5.41, -0.05, -1.13], [5.42, 0.55, -2.40], [6.42, 0.23, -3.31], [8.04, -2.20, -1.52], [6.39, -1.43, 0.22], [4.63, 0.26, -0.45], [4.62, 1.23, -2.67], [6.46, 0.62, -4.31], [-0.30, -3.22, -5.38], [1.04, -3.06, -5.51], [1.74, -4.10, -6.11], [3.10, -4.01, -6.30], [3.81, -2.90, -5.92], [3.12, -1.87, -5.26], [1.72, -1.94, -5.10], [1.25, -5.01, -6.42], [3.61, -4.79, -6.84], [4.89, -2.89, -6.06], [3.64, -0.99, -4.90], [1.24, -1.10, -4.62], [1.13, 1.18, -2.30], [0.58, 0.57, -1.25], [1.11, 0.74, 0.00], [0.59, 0.06, 1.11], [-0.57, -0.69, 0.88], [-1.16, -0.80, -0.38], [-0.58, -0.13, -1.45], [1.98, 1.38, 0.08], [1.06, 0.13, 2.08], [-1.09, -1.06, 1.74], [-2.08, -1.33, -0.58], [-1.00, -0.19, -2.43], [2.97, 6.27, -3.09], [2.01, 7.04, -3.64], [0.77, 6.46, -3.72], [-0.23, 7.16, -4.34], [0.05, 8.47, -4.75], [1.32, 9.05, -4.64], [2.36, 8.30, -4.06], [0.65, 5.48, -3.30], [-1.24, 6.79, -4.44], [-0.68, 9.08, -5.26], [1.47, 10.10, -4.89], [3.34, 8.71, -3.88], [8.27, 4.40, 6.20], [7.19, 3.59, 6.08], [7.38, 2.25, 6.10], [6.24, 1.48, 5.99], [4.98, 2.10, 5.84], [4.84, 3.49, 5.85], [5.99, 4.23, 6.00], [8.38, 1.84, 6.18], [6.27, 0.40, 6.03], [4.12, 1.48, 5.66], [3.88, 3.96, 5.80], [5.98, 5.31, 5.98], [4.85, -4.75, -2.61], [3.77, -4.21, -1.99], [2.91, -5.07, -1.33], [1.78, -4.50, -0.63], [1.63, -3.11, -0.62], [2.60, -2.28, -1.27], [3.68, -2.86, -1.97], [3.13, -6.13, -1.47], [1.09, -5.14, -0.11], [0.83, -2.61, -0.11], [2.50, -1.20, -1.26], [4.41, -2.29, -2.51]], "mol_weight_g_mol": 2018.18, "homo_energy_ev": -8.751, "relative_energy_ev": 0.219, "homo_lumo_gap_ev": 9.1, "lumo_ev": 0.4, "largest_force_ev_per_a": 3.0, "e_tot_ha": -6961.45874}